(1)
This record from the Open Molecules 2025 dataset describes C24H28ClF5N4O5Si2TeW as an isolated structure in a non-equilibrium geometry. The level of theory is the ωB97M-V functional and the def2-TZVPD basis.

## Properties
gap between HOMO and LUMO = 0.2934 Eh

Last column: Mulliken charge in e.
CARTESIAN COORDINATES (ANGSTROEM)
H  -0.6608  2.7541  -4.0751  0.489
H  -1.9347  -5.1603  -0.8638  0.338
O  -2.5485  -0.6097  0.2804  -0.282
H  0.9766  -1.0489  -3.0167  0.393
C  1.1365  -0.0285  -3.3423  0.235
H  -2.1094  -0.4211  4.3243  0.443
H  4.0150  -0.1418  3.3855  0.301
H  0.1704  -5.6755  0.5579  0.334
C  -3.3795  -0.7947  -0.6694  0.838
O  0.3679  1.5760  -0.6666  -0.450
H  3.0829  0.8996  -0.6959  0.046
Si  -0.8043  0.9095  2.7318  0.462
H  3.2723  -0.1612  -3.3606  0.399
C  0.0497  0.8018  -3.5581  -0.517
H  3.5857  2.1872  -4.0657  0.406
O  -4.5254  -1.2162  -0.5562  -0.874
C  3.0892  0.3720  5.2395  -0.676
H  -2.0185  2.4803  4.1768  0.424
H  1.9162  0.9383  6.9464  0.399
H  -0.8946  -4.9917  -2.3015  0.345
C  1.4869  2.6098  -4.1447  -0.769
F  1.6197  4.0788  -0.7497  -0.417
W  -0.6352  0.4752  0.1328  1.336
C  2.5876  1.7922  -3.9316  -0.428
H  4.0278  1.0211  0.7994  0.397
H  -2.4420  2.7604  2.4874  0.293
H  -2.9510  -0.3836  2.7560  0.346
H  -1.9279  -3.6417  -1.7752  0.176
C  0.7456  0.7205  3.7644  0.624
H  2.6867  -1.9030  -0.0630  0.391
H  1.6237  3.6421  -4.4354  0.387
C  -4.6889  -0.8355  -3.8881  0.446
C  1.9208  0.3283  3.1272  0.587
H  2.7774  2.2226  0.4462  0.219
C  0.2056  2.1171  -3.9557  -0.055
N  -0.1193  -1.5594  -0.1536  -0.113
Si  1.8557  0.0635  1.2839  1.461
F  1.1716  3.5234  1.6619  -0.562
C  3.0911  0.1544  3.8720  -1.064
C  1.9168  0.7644  5.8776  -0.715
C  -0.1607  -2.7022  -0.3365  0.500
F  -1.9916  1.9074  0.3033  -0.799
C  3.0359  1.1722  0.3595  -0.787
H  1.9149  -2.4492  1.4586  0.062
C  0.7149  -4.9332  -0.0252  -0.866
N  -1.2609  0.3026  -3.2696  0.154
O  -4.9075  -0.7418  -5.0678  -0.584
C  2.4131  0.4741  -3.5319  -0.820
H  1.4245  -4.4196  0.6167  0.273
H  3.5051  -1.7162  1.4889  0.496
H  3.9994  0.2419  5.8114  0.399
C  -3.3589  -0.4269  -3.3335  -0.269
H  -5.2035  -1.4536  -2.1174  0.416
C  -2.3122  0.0858  -4.0879  0.183
Cl  -2.1822  0.3861  -5.7470  -0.124
N  -0.2270  -3.9692  -0.5918  0.061
O  -5.5539  -1.3786  -3.0492  -0.553
H  -0.1515  1.2486  5.6554  0.352
C  -1.9799  -0.4733  3.2390  -1.366
H  -0.8962  3.3654  3.1511  0.303
C  -1.6142  2.5449  3.1620  -1.205
N  -1.5788  -0.0429  -2.0148  0.275
H  -1.5700  -1.4583  3.0036  0.298
F  -0.6468  4.8595  -1.4592  -0.525
C  -2.8329  -0.4493  -2.0244  -0.118
C  0.7542  0.9374  5.1452  -0.726
H  1.2535  -5.4288  -0.8328  0.314
F  0.4250  5.8927  0.7494  -0.401
C  2.5297  -1.6773  0.9937  -1.439
Te  0.0332  4.1557  0.2081  1.760
C  -1.3141  -4.4739  -1.4393  -0.860

---

(2)
This record from the Open Molecules 2025 dataset describes C24H28ClN2O5PV as an isolated structure. The level of theory is the ωB97M-V functional and the def2-TZVPD basis.

## Properties
net charge = +2
spin multiplicity = 2
gap between HOMO and LUMO (alpha / beta) = 0.2245 / 0.2393 Eh

Last column: natural (NBO) charge in e.
CARTESIAN COORDINATES (ANGSTROEM)
O  -0.5622  -4.1735  1.1026  -0.866
H  -5.2267  2.6254  0.6829  0.249
C  -3.5521  1.3430  1.1400  -0.107
N  -0.0322  1.7619  0.1627  -0.541
C  1.2711  -4.2569  -1.7217  0.310
C  -3.4217  3.3549  -0.1894  -0.179
C  -3.5565  -0.6970  2.4279  -0.243
O  0.1199  -1.9486  0.3873  -0.814
C  -4.2366  0.3770  1.9127  -0.033
H  6.0868  1.9124  0.6141  0.263
C  2.7998  1.1900  0.5091  0.307
H  0.2548  -6.5747  1.8470  0.223
C  0.8731  2.6919  0.1330  0.270
H  -1.1626  -6.9915  2.8125  0.240
H  3.0647  -3.3793  -2.4874  0.242
H  1.9730  -5.5882  -3.2421  0.235
O  -2.1667  -2.7202  -0.3366  -1.079
H  -2.5555  -6.8975  0.6025  0.251
H  -2.2416  -4.1480  3.1687  0.209
H  0.5149  -4.6928  -3.6920  0.233
H  4.5386  -0.0130  0.8550  0.251
V  0.2705  -0.2618  0.5347  1.683
H  2.0246  -4.2774  0.3136  0.215
C  2.2802  2.4671  0.2380  -0.198
Cl  5.6108  4.6493  0.0908  0.108
H  1.2605  -5.7936  -0.2022  0.223
N  -1.5152  0.0637  1.4585  -0.549
C  3.1661  3.5444  0.1173  -0.128
C  4.1611  0.9774  0.6433  -0.172
C  -4.1637  2.4741  0.5500  -0.122
C  2.0831  -3.0488  -2.1477  -0.636
O  1.9537  0.1445  0.6028  -0.536
C  4.5258  3.3343  0.2473  -0.047
H  -3.2763  -5.4795  2.6582  0.245
C  -1.4182  2.0975  0.2202  0.053
H  0.4115  -6.0507  -2.5570  0.226
H  -2.5487  -5.4187  -0.3505  0.234
C  5.0196  2.0548  0.5105  -0.143
H  -4.0547  -1.4543  3.0148  0.262
H  -5.2991  0.4921  2.0872  0.254
C  -1.4681  -5.3120  1.5293  0.314
H  2.8524  -5.3546  -0.8144  0.245
O  -0.0974  -3.7339  -1.3919  -0.856
C  -2.1941  -0.8394  2.1571  0.154
C  -1.9376  -6.0544  0.2935  -0.667
H  -1.4793  3.8706  -0.9752  0.241
H  2.7914  4.5399  -0.0826  0.251
C  -0.5801  -6.1621  2.4115  -0.632
H  0.5462  3.7286  0.0738  0.224
H  -1.6472  -1.7075  2.5013  0.236
H  1.5953  -2.5262  -2.9699  0.229
H  -3.1951  -4.0241  1.6579  0.231
P  -0.8282  -3.2654  -0.1263  2.592
C  1.0205  -5.2057  -2.8756  -0.631
C  1.8789  -4.9583  -0.5257  -0.646
H  2.2347  -2.3662  -1.3085  0.194
C  -2.6164  -4.6898  2.2985  -0.653
C  -2.0349  3.1703  -0.3644  -0.156
H  -3.8976  4.2054  -0.6566  0.255
H  -1.0948  -6.4501  -0.2733  0.221
H  -0.1927  -5.5800  3.2467  0.225
C  -2.1740  1.1597  0.9580  0.237